# C30H37N12OSV

A molecular structure, C30H37N12OSV in a non-equilibrium geometry (ωB97M-V/def2-TZVPD, OMol25).

Atoms and positions in Å:
V (0.3710, 1.2389, 0.3058)
N (-3.1961, -1.7441, 1.4417)
C (-2.4797, -0.8623, 0.7608)
N (-1.2532, -0.5058, 1.0289)
C (-0.6737, -1.0315, 2.2035)
N (0.3733, -0.5160, 2.7591)
N (0.7708, 0.6603, 2.1208)
C (1.5592, 1.4145, 2.8008)
C (1.8858, 2.7168, 2.2086)
C (2.6244, 3.6796, 2.8697)
C (2.7969, 4.9236, 2.2828)
C (2.2125, 5.1722, 1.0507)
C (1.5012, 4.1572, 0.4409)
N (1.3410, 2.9430, 0.9859)
C (-1.3409, -2.1422, 2.8893)
C (-0.7677, -2.8208, 3.9707)
C (-1.5008, -3.7586, 4.6615)
C (-2.8237, -4.0290, 4.2949)
C (-3.4035, -3.3794, 3.2264)
C (-2.6467, -2.4457, 2.5284)
H (-4.1538, -1.9170, 1.1742)
H (-2.9779, -0.4192, -0.0969)
H (1.8832, 1.1151, 3.7912)
H (3.0386, 3.4574, 3.8445)
H (3.3676, 5.6938, 2.7857)
H (2.2950, 6.1391, 0.5736)
H (1.0229, 4.3242, -0.5184)
H (0.2493, -2.5876, 4.2534)
H (-1.0619, -4.2753, 5.5039)
H (-3.4023, -4.7492, 4.8578)
H (-4.4292, -3.5835, 2.9408)
C (-1.5166, -2.0191, -3.9563)
C (-1.2208, -0.7733, -3.0886)
N (0.0732, -0.8995, -2.4059)
C (1.1492, -0.8906, -3.4043)
C (0.8845, -1.9385, -4.5120)
N (-0.2414, -2.8166, -4.0255)
C (0.1035, -3.3666, -2.6652)
C (0.1015, -2.1779, -1.6780)
H (-1.8026, -1.7626, -4.9737)
H (-2.2833, -2.6660, -3.5350)
H (-2.0051, -0.6422, -2.3454)
H (-1.1998, 0.1197, -3.7128)
H (2.0883, -1.1008, -2.8930)
H (1.2264, 0.1002, -3.8489)
H (1.7447, -2.5747, -4.7069)
H (0.5653, -1.4922, -5.4515)
H (-0.3692, -3.5901, -4.6766)
H (1.0804, -3.8379, -2.7542)
H (-0.6264, -4.1330, -2.4143)
H (0.9885, -2.2118, -1.0474)
H (-0.7668, -2.2156, -1.0236)
N (-4.8747, 3.5605, 2.2167)
C (-4.8949, 3.0479, 0.9673)
O (-5.8537, 2.5297, 0.4392)
C (-3.5934, 3.0458, 0.1999)
C (-3.5890, 3.4603, -1.1257)
C (-2.4463, 3.2818, -1.8888)
C (-1.3714, 2.6381, -1.3090)
N (-1.3681, 2.2210, -0.0327)
C (-2.4567, 2.4568, 0.7174)
H (-5.7504, 3.6073, 2.7164)
H (-4.1216, 4.1438, 2.5372)
H (-4.4788, 3.9098, -1.5496)
H (-2.3986, 3.6158, -2.9161)
H (-0.4763, 2.4278, -1.8977)
H (-2.4140, 2.1186, 1.7451)
C (5.2258, -3.0422, -0.1179)
C (4.5173, -2.0823, 0.8389)
C (3.8315, -0.9515, 0.1406)
N (2.5887, -0.6536, 0.2594)
N (2.2167, 0.4859, -0.4514)
C (3.2207, 0.9896, -1.1333)
N (3.1186, 2.0566, -1.9608)
S (4.6887, 0.1272, -0.9357)
H (5.7188, -3.8311, 0.4466)
H (5.9933, -2.5363, -0.7073)
H (4.5187, -3.5093, -0.8061)
H (5.2451, -1.6586, 1.5345)
H (3.7603, -2.5930, 1.4326)
H (2.3326, 2.6745, -1.8553)
H (3.9561, 2.4795, -2.3265)

Forces on atoms 1 to 2 (eV/Å):
V -0.5 -1.0 -1.2
N 0.0 -0.1 0.2

- total charge = +3
- 2S+1 = 4
- frontier orbital gap (spin up / spin down) (eV) = 7.199 / 7.427
- ΔE to the lowest compared entry with this formula, charge and spin (eV) = 1.188
- <S²> = 3.773
- highest occupied orbital energy (spin up / spin down) (eV) = -14.984 / -15.462

# C30H38BF3I2N2O13

A molecular structure, C30H38BF3I2N2O13 in a non-equilibrium geometry (ωB97M-V/def2-TZVPD, OMol25).

Atoms and positions in Å:
C (-0.0714, 4.0481, 8.9860)
C (-1.4809, 4.5233, 9.4261)
C (-2.5069, 3.6014, 8.7474)
O (-2.4392, 3.8404, 7.3619)
C (-3.2266, 2.9011, 6.6003)
C (-2.4176, 2.1663, 5.5062)
C (-1.1424, 2.8562, 4.9803)
I (0.7709, 1.8662, 5.0226)
C (-1.2326, 4.0705, 4.4796)
C (-2.5040, 4.8748, 4.4143)
I (0.4958, 5.0980, 3.6964)
O (-3.2625, 2.1224, 4.3789)
B (-2.9257, 0.8656, 3.6056)
C (-2.2017, 1.4022, 2.1896)
O (-0.9174, 0.7591, 1.9784)
C (-0.1404, 1.4765, 1.0510)
C (0.1160, 0.5717, -0.1682)
O (1.0531, -0.4319, 0.2419)
C (0.6740, -1.6958, -0.2768)
C (1.5880, -2.7696, 0.3256)
O (2.0200, -3.6662, -0.7094)
C (3.3214, -4.1708, -0.5105)
C (3.3081, -5.7111, -0.5512)
C (-4.2199, 0.0241, 3.0280)
O (-5.3362, 0.5641, 2.8220)
O (-3.9952, -1.1832, 2.7544)
O (-2.0262, 0.1299, 4.5423)
C (-2.3534, 0.6046, 5.7776)
O (-3.6647, 0.1207, 6.0488)
C (-1.4902, 0.0811, 6.9878)
F (-0.7355, 1.0088, 7.5800)
F (-0.7299, -0.9397, 6.5865)
F (-2.2380, -0.4415, 7.9721)
H (0.6595, 4.7524, 9.4046)
H (0.0082, 4.1077, 7.8966)
H (0.1116, 3.0151, 9.2929)
H (-1.5658, 4.5127, 10.5176)
H (-1.6502, 5.5255, 9.0110)
H (-2.1796, 2.5635, 8.9351)
H (-3.5277, 3.6903, 9.1592)
H (-4.0285, 3.4642, 6.1113)
H (-3.7030, 2.2064, 7.3009)
H (-2.7037, 5.4033, 5.3546)
H (-2.3485, 5.6650, 3.6662)
H (-3.3662, 4.2945, 4.0808)
H (-2.8876, 1.2810, 1.3342)
H (-2.0590, 2.4948, 2.3193)
H (0.8297, 1.6949, 1.5280)
H (-0.6251, 2.3841, 0.6656)
H (0.5938, 1.1388, -0.9911)
H (-0.8406, 0.1577, -0.5077)
H (-0.3657, -1.8898, 0.0238)
H (0.7505, -1.7107, -1.3859)
H (1.0497, -3.3683, 1.0724)
H (2.4166, -2.2395, 0.8114)
H (3.9841, -3.8061, -1.3088)
H (3.7417, -3.8972, 0.4666)
H (2.8509, -6.0461, -1.4885)
H (2.7513, -6.1248, 0.2953)
H (4.3391, -6.0867, -0.5021)
H (-3.6216, -0.8248, 5.8395)
C (-0.0612, -2.7490, -7.2856)
C (0.9790, -3.6604, -7.1548)
C (1.8461, -3.5747, -6.0766)
C (1.6575, -2.5749, -5.1374)
C (0.6295, -1.6563, -5.2579)
C (-0.2336, -1.7463, -6.3407)
N (2.5607, -2.4930, -3.9798)
O (3.4682, -3.3083, -3.9112)
O (2.3447, -1.6226, -3.1656)
H (-0.7382, -2.8214, -8.1226)
H (1.1115, -4.4402, -7.8941)
H (2.6543, -4.2852, -5.9773)
H (0.4910, -0.8763, -4.5219)
H (-1.0426, -1.0356, -6.4455)
C (4.1651, -0.0558, -10.6340)
C (3.5415, -0.6675, -9.5551)
C (2.3545, -1.3587, -9.7404)
C (1.8083, -1.4314, -11.0106)
C (2.4157, -0.8201, -12.0943)
C (3.6007, -0.1286, -11.9013)
N (0.5617, -2.1835, -11.2145)
O (0.0445, -2.6926, -10.2357)
O (0.1210, -2.2559, -12.3472)
H (5.0951, 0.4793, -10.4872)
H (3.9815, -0.6083, -8.5685)
H (1.8723, -1.8331, -8.8969)
H (1.9808, -0.8770, -13.0819)
H (4.0873, 0.3518, -12.7398)

Forces on atoms 1 to 2 (eV/Å):
C -0.4 0.9 0.1
C 0.2 -0.7 -1.1

- total charge = -2
- frontier orbital gap (eV) = 0.924
- ΔE to the lowest compared entry with this formula, charge and spin (eV) = 0.000
- highest occupied orbital energy (eV) = 0.293

# C30H38BrGe2N2O2PtS

A molecular structure, C30H38BrGe2N2O2PtS (ωB97M-V/def2-TZVPD, OMol25).

Atoms and positions in Å:
Pt (0.2136, 0.7935, 0.6132)
C (-0.9595, 4.6881, -2.0392)
C (-0.1377, 3.7696, -1.1341)
Ge (-1.2475, 2.6586, 0.0431)
C (-1.9027, 3.6348, 1.6130)
C (-3.0408, 4.5905, 1.2477)
C (-2.7162, 1.8644, -0.9468)
C (-2.7498, 0.5976, -1.3521)
Ge (-1.2092, -0.5572, -0.9595)
C (-1.6184, -2.2764, -0.1039)
C (-2.1448, -3.3695, -1.0358)
C (0.2221, -0.6884, -2.3130)
C (-0.1204, -1.2869, -3.6775)
C (-3.9072, 0.0177, -2.0697)
C (-5.2076, 0.4322, -1.7793)
C (-6.2870, -0.0865, -2.4737)
C (-6.0909, -1.0366, -3.4673)
C (-4.8064, -1.4707, -3.7548)
C (-3.7280, -0.9504, -3.0540)
H (-0.3070, 5.2638, -2.6963)
H (-1.5550, 5.4020, -1.4713)
H (-1.6403, 4.1187, -2.6738)
H (0.5552, 4.3406, -0.5130)
H (0.4741, 3.0937, -1.7347)
H (-1.0567, 4.1823, 2.0330)
H (-2.2343, 2.9332, 2.3795)
H (-2.7346, 5.3310, 0.5095)
H (-3.3835, 5.1358, 2.1276)
H (-3.8995, 4.0536, 0.8426)
H (-3.5555, 2.5127, -1.2019)
H (-2.3257, -2.0939, 0.7057)
H (-0.6772, -2.6045, 0.3522)
H (-3.1260, -3.1236, -1.4358)
H (-2.2376, -4.3095, -0.4899)
H (-1.4746, -3.5509, -1.8768)
H (1.0091, -1.2707, -1.8265)
H (0.6146, 0.3205, -2.4410)
H (-0.5406, -2.2903, -3.6027)
H (0.7831, -1.3605, -4.2838)
H (-0.8261, -0.6634, -4.2260)
H (-5.3795, 1.1531, -0.9893)
H (-7.2880, 0.2457, -2.2333)
H (-6.9364, -1.4402, -4.0076)
H (-4.6400, -2.2121, -4.5247)
H (-2.7329, -1.2969, -3.3019)
N (0.3308, -1.9326, 2.3257)
C (-0.7563, -1.3296, 2.7627)
S (-1.3461, 0.1747, 2.1328)
N (-1.4858, -1.8634, 3.7448)
C (-1.1671, -3.0779, 4.4407)
C (-0.8428, -3.0221, 5.7874)
C (-0.5473, -4.1962, 6.4627)
C (-0.5615, -5.4106, 5.7915)
C (-0.8842, -5.4574, 4.4434)
C (-1.1988, -4.2902, 3.7622)
H (0.8990, -1.5473, 1.5716)
H (0.6371, -2.7847, 2.7725)
H (-2.2778, -1.3242, 4.0619)
H (-0.8201, -2.0685, 6.2985)
H (-0.2992, -4.1598, 7.5143)
H (-0.3250, -6.3228, 6.3210)
H (-0.9071, -6.4043, 3.9218)
H (-1.4838, -4.3179, 2.7187)
Br (8.4089, -0.0084, -2.1449)
C (6.6318, 0.0999, -1.5252)
C (6.1571, -0.8691, -0.6523)
C (4.8528, -0.7859, -0.1999)
C (4.0328, 0.2576, -0.6190)
C (4.5228, 1.2223, -1.4962)
C (5.8262, 1.1463, -1.9523)
C (2.6432, 0.3351, -0.1338)
O (2.1677, -0.5305, 0.6473)
O (1.8952, 1.2822, -0.5252)
H (6.8037, -1.6742, -0.3348)
H (4.4611, -1.5289, 0.4805)
H (3.8782, 2.0297, -1.8148)
H (6.2181, 1.8892, -2.6321)

Forces on atoms 1 to 2 (eV/Å):
Pt -0.1 -0.2 0.2
C 0.0 0.0 0.0

- total charge = +1
- frontier orbital gap (eV) = 7.795
- ΔE to the lowest compared entry with this formula, charge and spin (eV) = 0.000
- highest occupied orbital energy (eV) = -11.066

# C30H38FeGeN3O8P3

A molecular structure, C30H38FeGeN3O8P3 in a non-equilibrium geometry (ωB97M-V/def2-TZVPD, OMol25).

Atoms and positions in Å:
Fe (0.4211, 1.3974, 0.4560)
N (0.8366, 0.5154, 2.7048)
C (0.1881, -0.6069, 3.1499)
C (0.0424, -0.8516, 4.5224)
C (-0.7049, -1.9236, 4.9722)
C (-1.3149, -2.7843, 4.0677)
C (-1.1587, -2.5545, 2.7049)
C (-0.4268, -1.4763, 2.2191)
P (-0.1913, -1.0877, 0.4285)
C (-1.2528, -2.3932, -0.3341)
C (-2.6296, -2.1469, -0.3081)
C (-3.5120, -2.9605, -1.0024)
C (-3.0353, -4.0243, -1.7612)
C (-1.6729, -4.2616, -1.8157)
C (-0.7859, -3.4432, -1.1165)
C (1.4864, -1.8102, 0.1299)
C (2.2929, -1.2515, -0.8772)
C (3.5669, -1.7823, -1.0874)
C (4.0493, -2.8294, -0.3208)
C (3.2621, -3.3642, 0.6877)
C (1.9894, -2.8518, 0.9043)
H (1.4893, 0.9722, 3.3287)
H (1.2206, 0.4595, 1.7355)
H (0.5146, -0.1745, 5.2270)
H (-0.8127, -2.0892, 6.0391)
H (-1.9015, -3.6258, 4.4147)
H (-1.6306, -3.2306, 2.0026)
H (-3.0069, -1.3026, 0.2692)
H (-4.5750, -2.7553, -0.9621)
H (-3.7229, -4.6594, -2.3081)
H (-1.2908, -5.0867, -2.4062)
H (0.2794, -3.6361, -1.1728)
H (2.6626, 0.5943, -1.9050)
H (4.1946, -1.3422, -1.8555)
H (5.0468, -3.2160, -0.4970)
H (3.6412, -4.1645, 1.3123)
H (1.3768, -3.2541, 1.7034)
C (0.5434, 5.0372, -0.9708)
C (-0.0980, 3.7101, -1.2507)
O (0.5590, 2.6870, -1.4351)
N (-1.4536, 3.7025, -1.3948)
C (-2.1482, 2.4221, -1.6014)
C (-2.7085, 1.8238, -0.3436)
C (-4.0445, 1.5273, -0.2525)
C (-4.5926, 1.0010, 0.9487)
C (-3.6833, 0.9276, 2.0503)
C (-2.3704, 1.2682, 1.8824)
N (-1.7979, 1.6450, 0.6857)
H (1.5656, 5.0130, -1.3435)
H (0.5951, 5.1853, 0.1116)
H (-0.0170, 5.8507, -1.4330)
H (-1.9422, 4.3632, -0.8056)
H (-1.4003, 1.7625, -2.0365)
H (-2.9481, 2.5691, -2.3286)
H (-4.6792, 1.7085, -1.1171)
H (-5.6409, 0.7484, 1.0421)
H (-4.0226, 0.6158, 3.0335)
H (-1.6945, 1.2466, 2.7326)
O (3.8998, 0.9360, 2.6151)
P (3.4974, 2.2052, 1.6556)
O (4.7520, 2.9055, 1.2939)
O (2.5652, 1.6917, 0.5975)
O (2.6235, 3.0401, 2.7477)
P (1.2670, 3.9522, 2.5585)
O (0.5538, 3.6464, 3.9920)
O (1.6213, 5.3850, 2.4825)
O (0.4053, 3.3164, 1.5067)
H (4.8527, 0.9972, 2.7236)
H (0.0208, 2.8525, 3.8572)
C (1.0578, 1.1716, -4.4940)
Ge (0.8976, -0.4153, -3.3553)
C (-0.9902, -0.9285, -3.2729)
C (1.8261, -1.8768, -4.2935)
C (1.8277, -0.0662, -1.6674)
H (0.3124, 1.1556, -5.2934)
H (2.0545, 1.2164, -4.9437)
H (0.9119, 2.0656, -3.8837)
H (-1.4897, -0.5684, -4.1754)
H (-1.4885, -0.4997, -2.4013)
H (-1.0940, -2.0146, -3.2180)
H (1.3280, -2.0909, -5.2430)
H (1.8126, -2.7830, -3.6811)
H (2.8680, -1.6153, -4.4948)
H (1.1500, 0.5088, -1.0359)

Forces on atoms 1 to 2 (eV/Å):
Fe -1.3 0.8 0.3
N 0.2 -0.1 0.0

- total charge = -2
- 2S+1 = 5
- frontier orbital gap (spin up / spin down) (eV) = 3.355 / 4.611
- <S²> = 6.108
- highest occupied orbital energy (spin up / spin down) (eV) = 0.949 / -0.311

# C30H38Ge2IN2O2V

A molecular structure, C30H38Ge2IN2O2V in a non-equilibrium geometry (ωB97M-V/def2-TZVPD, OMol25).

Atoms and positions in Å:
V (-1.3305, 0.3728, 0.4012)
C (-0.9154, 3.1411, -3.0896)
C (-1.6963, 1.8836, -3.3340)
N (-2.1888, 1.6619, -4.5501)
C (-2.8572, 0.5389, -4.8102)
C (-3.1137, -0.4461, -3.8708)
C (-3.8455, -1.7125, -4.2607)
O (-3.1633, -2.8769, -3.7969)
C (-2.6416, -0.2139, -2.5766)
C (-2.9844, -1.1707, -1.5175)
N (-2.6392, -1.1641, -0.2720)
C (-3.1292, -2.2249, 0.5786)
C (-3.7313, -3.3823, 0.0934)
C (-4.1633, -4.3758, 0.9555)
C (-3.9873, -4.2525, 2.3256)
C (-3.3832, -3.1130, 2.8356)
C (-2.9788, -2.1296, 1.9538)
I (-2.0840, -0.4197, 2.8014)
C (-1.9127, 0.9429, -2.3473)
O (-1.4201, 1.0995, -1.0637)
H (-0.9765, 3.7638, -3.9780)
H (0.1363, 2.9148, -2.9002)
H (-1.3059, 3.6971, -2.2366)
H (-3.2096, 0.4229, -5.8297)
H (-3.9776, -1.7302, -5.3412)
H (-4.8455, -1.7222, -3.8242)
H (-2.6830, -3.2844, -4.5242)
H (-3.6389, -1.9629, -1.8453)
H (-3.8535, -3.5455, -0.9696)
H (-4.6390, -5.2571, 0.5464)
H (-4.3109, -5.0351, 2.9986)
H (-3.2314, -3.0011, 3.9008)
C (1.5525, -3.6791, 0.7804)
C (0.2949, -2.7980, 0.8026)
Ge (0.6276, -1.1192, -0.1593)
C (0.6469, -1.3646, -2.1022)
C (1.9527, -2.0294, -2.5624)
C (2.2792, -0.3374, 0.4470)
C (2.3784, 0.7767, 1.1668)
Ge (0.7270, 1.7322, 1.5488)
C (0.1674, 1.9998, 3.4077)
C (1.0008, 2.9933, 4.2314)
C (0.3103, 3.2643, 0.3914)
C (1.1558, 4.5193, 0.6433)
C (3.6516, 1.3508, 1.6833)
C (4.8559, 0.6496, 1.5928)
C (6.0335, 1.2046, 2.0624)
C (6.0353, 2.4683, 2.6426)
C (4.8499, 3.1733, 2.7516)
C (3.6750, 2.6108, 2.2737)
H (1.3761, -4.5812, 1.3680)
H (2.4146, -3.1696, 1.2138)
H (1.8176, -3.9957, -0.2270)
H (0.0176, -2.5693, 1.8316)
H (-0.5520, -3.3030, 0.3349)
H (0.5416, -0.3850, -2.5719)
H (-0.2223, -1.9603, -2.3910)
H (2.8291, -1.4531, -2.2626)
H (1.9693, -2.1000, -3.6510)
H (2.0630, -3.0388, -2.1698)
H (3.1887, -0.8731, 0.1740)
H (0.1713, 1.0286, 3.9038)
H (-0.8693, 2.3465, 3.3444)
H (2.0128, 2.6316, 4.3972)
H (0.5283, 3.1216, 5.2061)
H (1.0560, 3.9776, 3.7693)
H (-0.7511, 3.4841, 0.5244)
H (0.4451, 2.9120, -0.6308)
H (1.0717, 4.8922, 1.6632)
H (0.7966, 5.3088, -0.0190)
H (2.2070, 4.3547, 0.4192)
H (4.8819, -0.3427, 1.1591)
H (6.9572, 0.6471, 1.9793)
H (6.9582, 2.8963, 3.0112)
H (4.8388, 4.1563, 3.2059)
H (2.7592, 3.1811, 2.3632)

Forces on atoms 1 to 2 (eV/Å):
V -1.0 -1.1 2.0
C -0.1 -0.1 -0.1

- total charge = +2
- 2S+1 = 3
- frontier orbital gap (spin up / spin down) (eV) = 6.077 / 5.536
- ΔE to the lowest compared entry with this formula, charge and spin (eV) = 0.747
- <S²> = 2.039
- highest occupied orbital energy (spin up / spin down) (eV) = -13.441 / -13.439

no.,E (eV)
1,-88141.0984
2,-86347.4227
3,-235955.1073
4,-171356.1531
5,-185605.3658